Formula: C12H20F2InNO16P2S2
Source: OMol25
Level of theory: ωB97M-V/def2-TZVPD

* frontier orbital gap: 0.089 Ha
* energy above the lowest of the compared OMol25 structures with the same formula, charge and spin: 0.0 kJ/mol
* highest occupied orbital energy: -0.3004 Ha

Positions of all 56 atoms, in Å:
In  -17.67579  -12.90835  -1.13909
N  -13.94772  -17.08639  -3.25300
S  -13.44726  -18.49144  -2.91009
O  -12.09339  -18.49985  -2.34676
O  -13.87490  -19.64644  -3.71684
F  -14.33893  -18.75801  -1.61999
S  -12.98527  -17.08878  -4.67067
O  -13.35876  -17.92830  -5.82951
O  -11.59570  -16.76039  -4.50347
F  -13.56656  -15.64117  -5.17192
C  -19.32273  -4.66182  1.96808
C  -19.11918  -6.11510  1.96997
C  -18.51343  -6.78802  3.28962
O  -18.21530  -7.97955  3.25240
C  -18.33937  -5.88394  4.43605
C  -18.58122  -4.53048  4.38551
C  -19.06549  -3.87460  3.09180
O  -19.26977  -2.61111  3.00485
O  -18.41063  -3.91823  5.55465
O  -19.26850  -6.88631  1.04117
H  -19.76007  -4.14898  1.12420
H  -17.93768  -6.22552  5.37859
C  -26.11740  -16.31959  4.64569
O  -24.93702  -15.97282  3.95844
P  -24.08066  -14.63077  4.32534
O  -22.84827  -14.50420  3.49501
O  -25.16123  -13.45054  4.13546
C  -24.73563  -12.14372  4.22174
O  -23.94413  -14.70715  5.94189
C  -23.17017  -15.69966  6.53360
H  -25.86048  -17.05681  5.40635
H  -26.61076  -15.52757  5.20907
H  -26.75728  -16.70120  3.85006
H  -25.03961  -11.65967  3.29363
H  -23.66163  -12.03206  4.37057
H  -25.27298  -11.58181  4.98568
H  -23.69736  -16.60172  6.84415
H  -22.72001  -15.20015  7.39147
H  -22.38328  -16.07151  5.87738
C  -20.90690  -14.58240  -11.46933
O  -20.69139  -14.37156  -10.10557
P  -19.40182  -15.08054  -9.39339
O  -19.10121  -14.63300  -7.97945
O  -18.19810  -14.97159  -10.48899
C  -17.58290  -13.76511  -10.80601
O  -19.84751  -16.63980  -9.53681
C  -19.16725  -17.72042  -8.93805
H  -20.79559  -13.63105  -11.98957
H  -21.95831  -14.79117  -11.66693
H  -20.27402  -15.36157  -11.89413
H  -16.54768  -13.76873  -10.46483
H  -18.08531  -12.86963  -10.44024
H  -17.57440  -13.71633  -11.89488
H  -18.36204  -17.39178  -8.28098
H  -18.54773  -18.19240  -9.70062
H  -19.86449  -18.43189  -8.49559